42
Properties=species:S:1:pos:R:3:mulliken_charge:R:1 method="wB97M-V/def2-TZVPD" charge=-1 fmax_ev_per_a=9.453 e_lumo_ev=1.76 orbital_gap_ha=0.197 e_homo_ev=-3.607 total_energy_ev=-118941.4031
C -0.09 0.09 -1.47 -0.766
H 0.46 4.92 -0.07 0.352
H -0.57 3.64 1.02 0.240
Br 3.19 -1.53 2.94 -0.208
O -3.22 1.06 0.91 -0.643
S -2.34 -0.24 1.03 0.908
O -1.21 -4.30 1.92 -0.736
C 0.65 2.64 -0.69 1.347
H -1.66 -2.56 -1.82 0.311
H -0.90 -0.43 -2.15 0.236
H 1.18 2.13 0.22 -0.378
H 2.48 3.94 -1.09 0.252
H -0.60 2.05 -2.51 0.299
O -0.68 0.15 1.00 -0.263
H 2.29 0.11 -0.41 0.313
H 1.32 -4.92 2.10 0.327
H 2.59 2.30 -2.01 0.394
O -2.81 -0.90 2.39 -0.592
O 1.85 0.96 2.45 -0.488
C -2.92 -1.39 -0.32 -0.442
C -0.32 -2.25 -0.01 -0.373
H -2.23 -3.64 -0.38 0.426
C 0.07 -0.65 0.02 0.668
C 2.12 -0.19 1.84 0.368
H -3.90 -1.93 0.06 0.394
H 0.92 0.03 -2.10 0.441
H 1.43 3.76 -2.65 0.182
C -0.18 3.94 -0.06 -1.199
H -1.16 4.06 -0.72 0.232
P -0.10 -3.16 1.66 0.900
C 1.72 -0.61 0.31 -0.834
C -1.80 -2.58 -0.63 -0.845
O -0.12 -2.14 3.07 -0.471
H -3.24 -0.83 -1.32 0.311
O 1.43 -4.05 1.56 -0.512
H 0.47 -2.52 3.80 0.324
H 0.47 -2.75 -0.76 0.657
C -0.48 1.68 -1.38 -0.794
F 3.38 2.71 -3.30 -0.877
H -1.50 1.91 -0.86 0.293
H 2.18 -1.69 0.11 0.550
C 1.83 3.16 -1.71 -1.308



47
Properties=species:S:1:pos:R:3:mulliken_charge:R:1 method="wB97M-V/def2-TZVPD" charge=0 smiles="C=CCN(Cc1ccc(OC)c(OC)c1)C(=O)N1CCOCC1" fmax_ev_per_a=12.250 relative_energy_kj_mol=1813.9 e_lumo_ev=0.49 orbital_gap_ha=0.289 e_homo_ev=-7.374 total_energy_ev=-29171.6894
H -0.46 -2.52 1.07 0.480
H 0.64 4.12 3.00 0.238
C -2.89 0.14 -0.09 -0.369
C 2.54 -1.85 -2.81 0.043
C -1.42 -2.12 0.68 -0.717
C -2.15 -1.30 1.79 -0.206
H 2.79 -1.74 -0.18 0.296
C 3.90 -1.82 -2.79 -0.878
H -2.01 -2.96 0.66 0.474
H 2.59 -3.66 -1.51 0.393
C 1.65 -1.53 -0.10 -1.450
H -3.00 -1.73 -1.14 0.772
C 0.56 1.75 1.76 0.349
C 0.04 2.55 0.46 0.619
C 1.19 -0.33 0.27 1.591
N -0.97 -1.59 -0.44 0.065
H 4.61 -2.33 -2.20 0.351
H 1.11 -0.23 2.37 0.187
H -2.20 0.79 0.18 0.351
C 1.20 0.48 1.44 -0.808
C -2.47 -0.93 -1.11 -1.566
H -1.27 -0.44 2.05 -0.211
H -2.39 -1.61 2.73 0.607
C 1.70 -2.84 -1.93 -0.902
C 0.82 0.62 -0.81 -0.999
H -0.74 5.42 0.40 0.344
O -0.55 -2.18 -2.62 -0.479
H -1.02 3.42 3.20 0.246
O -3.30 -0.72 1.15 -0.493
H -2.16 -0.59 -1.90 0.732
H 4.39 -0.95 -3.45 0.193
H -4.04 0.34 -0.22 0.251
O -0.05 3.83 0.79 -0.318
H 0.95 0.15 -1.85 0.099
N 0.97 -2.20 -1.04 0.481
C 0.49 1.84 -0.55 0.221
C -0.22 -1.83 -1.61 0.126
C 0.10 3.27 3.54 -0.762
H 1.74 -2.06 1.10 0.260
H -1.48 4.10 -0.74 0.316
H 0.19 2.56 -1.51 0.009
H 0.29 4.89 -1.01 0.291
H -0.04 3.19 4.55 0.437
H 1.32 -3.55 -2.68 0.387
H 1.88 -1.45 -3.63 0.278
O 0.63 1.91 3.07 -0.384
C -0.42 4.60 -0.28 -0.942



98
Properties=species:S:1:pos:R:3:mulliken_charge:R:1 method="wB97M-V/def2-TZVPD" charge=0 fmax_ev_per_a=4.567 relative_energy_kj_mol=60.1 e_lumo_ev=-0.16 orbital_gap_ha=0.404 e_homo_ev=-11.153 total_energy_ev=-168144.2240
C -0.18 3.03 -3.81 -0.211
S -1.23 -1.50 4.44 1.166
N -0.95 -0.17 -0.52 1.216
C -0.26 -1.95 -3.34 0.194
O 2.73 -5.47 2.24 -0.341
O -5.62 0.70 0.18 -0.581
H 0.78 -4.10 0.09 -0.197
O -2.19 2.25 -4.89 -0.575
O -5.78 1.98 2.15 -0.375
C -4.27 0.44 2.99 -0.071
O 6.09 1.76 -2.65 -0.392
H -3.67 0.94 3.79 0.235
S -4.92 1.67 0.90 1.055
H 1.82 -1.97 5.40 0.310
O 0.97 -1.40 -2.76 0.059
H -0.55 -2.75 -2.67 -0.281
N 3.02 2.36 2.98 0.689
O -1.36 1.07 -3.32 -0.319
O 1.21 -1.41 -5.07 -0.409
O -3.90 -2.94 -0.87 -0.223
O 1.83 0.61 -3.88 -0.573
H -0.31 3.87 -4.60 0.280
H 5.03 0.41 -3.58 0.274
C 4.56 0.47 -1.35 -0.092
O 0.60 -4.75 2.04 -0.306
C 0.98 -0.36 4.21 -0.217
O 3.14 2.45 4.19 -0.554
O 0.47 3.94 0.88 -0.199
S 1.97 -0.80 -3.78 1.180
H -0.57 -2.46 -5.46 0.305
O -0.15 -1.96 5.56 -0.427
C 0.30 -2.42 -4.71 -0.365
H -3.96 -1.00 -1.41 -0.194
S 6.29 2.23 -1.14 1.043
H -6.15 1.18 3.97 0.335
H 1.91 -0.56 3.62 0.096
C 0.27 0.30 0.15 -0.651
H 4.68 -0.53 -1.26 0.509
O 2.36 1.51 2.42 -0.323
O -3.82 0.90 1.67 -0.125
C -1.59 4.19 -0.11 0.027
H 3.05 -4.01 0.76 0.308
O 3.22 -1.47 -3.64 -0.633
H 3.29 -5.67 0.25 0.316
C -4.49 -1.85 -1.55 0.270
O 1.58 4.64 -1.16 -0.488
O -2.05 -4.43 -1.57 -0.456
N -1.34 2.05 -4.04 0.702
H -1.09 2.90 1.60 0.071
H -1.14 4.63 1.90 0.494
O 7.67 2.24 -0.70 -0.575
H 0.65 -5.92 0.39 0.243
O -0.72 5.17 -0.75 -0.308
O 2.17 -3.25 3.23 -0.478
H 0.82 -3.36 -4.50 0.356
H -1.76 3.39 -0.79 0.100
H -6.46 0.10 2.64 0.255
S -3.37 -4.03 -1.96 1.104
O -4.46 2.81 0.29 -0.560
C -4.44 -2.18 -3.08 -0.464
C -5.79 0.86 3.01 -0.430
H 1.32 -0.59 6.43 0.266
H -0.22 3.30 -2.76 -0.038
H 4.14 4.18 2.68 0.320
H -0.10 0.78 1.12 -0.162
O -1.70 0.64 -0.98 -0.573
C 1.13 -4.98 0.66 0.335
O -1.91 -0.31 4.89 -0.618
H 3.60 0.88 -1.06 0.049
H 4.73 2.74 1.68 0.202
C 2.66 -4.99 0.89 -0.427
C -0.95 3.87 1.24 -0.356
H -1.00 -1.16 -3.21 0.056
H -5.31 -2.64 -3.56 0.269
H 0.97 -0.51 0.21 0.401
O 5.64 0.93 -0.48 -0.429
H 0.81 0.70 4.28 0.334
H -2.60 4.71 0.17 0.264
H 0.68 2.43 -3.91 0.151
C 3.88 3.35 2.04 -0.530
H 4.04 1.69 -3.08 0.283
C 4.85 1.04 -2.77 -0.169
H -5.47 -1.80 -1.08 0.311
H 0.63 1.11 -0.49 0.261
O 1.34 -5.44 4.23 -0.612
O -3.29 -3.04 -3.30 -0.318
O -0.06 -1.01 3.36 0.086
S 0.71 5.17 -0.17 1.043
H 3.24 3.53 1.14 0.124
O -1.91 -2.63 3.99 -0.547
S 1.74 -4.65 3.11 1.119
O 5.40 3.34 -0.98 -0.496
C 1.10 -1.19 5.51 -0.404
H -4.24 -1.23 -3.65 0.349
H -4.17 -0.63 3.10 0.260
O -1.15 -1.38 -0.63 -0.430
O 1.01 6.34 0.53 -0.565
O -4.46 -4.90 -2.23 -0.610



58
Properties=species:S:1:pos:R:3:mulliken_charge:R:1 method="wB97M-V/def2-TZVPD" charge=0 fmax_ev_per_a=0.633 relative_energy_kj_mol=0.0 e_lumo_ev="-0.61 / -0.35" orbital_gap_ha="0.225 / 0.242" e_homo_ev="-6.730 / -6.944" total_energy_ev=-82820.2057
P 0.47 -0.57 0.12 2.187
N -0.99 2.25 -1.38 -0.682
Cl 2.01 2.21 -1.71 -0.130
H 1.45 -5.44 0.39 0.427
C -1.08 4.63 -1.07 0.428
H -0.42 -1.90 -3.07 0.275
H 4.57 0.44 2.75 0.413
C 4.17 0.09 1.80 -0.771
H -4.97 -0.66 -1.62 0.387
H -4.61 -2.74 -2.92 0.391
C -0.30 -0.78 2.80 -0.213
H 0.14 -1.77 2.77 0.477
C 2.26 -0.49 0.43 0.117
C -1.62 -0.43 -2.05 0.326
C -0.35 3.43 -1.28 -0.092
C -0.89 1.28 1.70 -0.652
C 0.91 5.98 -0.98 -0.316
C -3.77 -2.10 -2.68 -0.479
H -0.93 -6.08 0.27 0.382
C -0.31 0.02 1.65 -0.472
C -1.42 -1.60 -2.77 0.077
C 4.52 -0.65 -0.45 -0.707
C -0.48 5.86 -0.94 -0.628
C 2.80 -0.04 1.64 -0.740
H -0.96 1.87 0.80 0.517
H 2.11 -3.08 0.33 0.339
C -3.97 -0.93 -1.95 -0.546
C 0.69 -4.68 0.31 -0.655
H 1.38 6.95 -0.87 0.365
C 0.09 -2.35 0.17 0.478
C -2.90 -0.10 -1.64 -0.059
C -0.84 -0.31 3.98 -0.694
H -2.32 -3.34 -3.66 0.405
C 1.68 4.85 -1.19 -0.892
H -1.85 1.33 4.95 0.391
Rh 0.02 0.65 -1.74 -0.929
H -1.90 2.73 2.91 0.461
C -1.41 0.96 4.03 -0.515
C 3.15 -0.77 -0.60 0.717
C -1.26 -2.72 0.11 -0.240
H 6.10 -0.11 0.88 0.388
C 5.03 -0.22 0.76 -0.588
C -2.49 -2.43 -3.09 -0.691
H 5.17 -0.88 -1.29 0.485
H -2.67 -4.32 0.10 0.449
C 1.05 3.63 -1.35 0.938
Cl 2.53 -1.27 -2.16 -0.120
C -0.65 -5.04 0.25 -0.592
C -1.44 1.75 2.89 -0.590
H 2.14 0.21 2.45 0.380
Cl -2.81 4.52 -0.98 -0.209
H -0.83 -0.93 4.87 0.416
C 1.06 -3.34 0.27 -0.438
H 2.76 4.91 -1.25 0.414
H -2.03 -1.96 0.02 0.600
H -1.10 6.73 -0.78 0.404
H -3.06 0.82 -1.08 0.408
C -1.62 -4.05 0.15 -0.802



26
Properties=species:S:1:pos:R:3:mulliken_charge:R:1 method="wB97M-V/def2-TZVPD" charge=0 fmax_ev_per_a=2.515 relative_energy_kj_mol=118.1 e_lumo_ev="0.49 / -0.20" orbital_gap_ha="0.285 / 0.244" e_homo_ev="-7.268 / -6.844" total_energy_ev=-21566.0822
C -1.40 0.51 0.47 0.672
C -0.86 -0.57 1.19 -0.573
H 2.81 1.62 -0.94 0.260
C -2.61 0.34 -0.21 -0.626
C 3.08 -0.66 0.50 0.516
H -3.26 -2.88 0.60 0.382
F -1.27 2.89 0.01 -0.262
H 0.85 2.39 -1.97 0.413
C 0.94 1.36 -1.68 -0.886
H 3.05 -0.85 -1.63 0.311
H 0.27 0.62 -2.10 0.330
C 2.39 -0.43 -0.86 -0.223
N 2.08 0.95 -1.11 -0.106
C -1.53 -1.78 1.22 -0.662
C -2.74 -1.93 0.56 -0.466
H -4.22 -0.99 -0.66 0.389
O 3.86 -1.54 0.66 -0.562
H 1.46 -1.01 -0.87 0.238
H -3.03 1.16 -0.77 0.396
C -3.27 -0.87 -0.15 -0.420
H 2.03 0.81 1.22 0.332
C -0.67 1.73 0.34 0.430
H -1.11 -2.60 1.78 0.411
O 2.74 0.19 1.46 -0.493
H 0.06 -0.45 1.74 0.497
F 0.35 1.99 1.22 -0.299



16
Properties=species:S:1:pos:R:3:mulliken_charge:R:1 method="wB97M-V/def2-TZVPD" charge=0 fmax_ev_per_a=3.719 relative_energy_kj_mol=283.5 e_lumo_ev=-0.57 orbital_gap_ha=0.307 e_homo_ev=-8.928 total_energy_ev=-46285.3432
C 3.73 -1.81 -0.30 -0.161
H -1.77 0.92 -0.13 0.339
Cl 5.32 -2.18 -0.74 -0.069
C 1.62 1.22 -0.11 0.649
C 2.72 2.10 -0.54 0.030
C 0.87 -0.97 0.66 -0.327
Cl 3.48 2.83 0.87 -0.151
S 3.65 -0.39 0.67 -0.026
C -0.74 0.64 -0.14 -0.363
H 1.05 -1.85 1.22 0.408
C -0.47 -0.58 0.43 -0.628
C 0.23 1.61 -0.40 -0.655
H -1.21 -1.35 0.49 0.393
O 3.24 2.29 -1.60 -0.431
C 1.92 -0.01 0.38 0.638
H -0.02 2.65 -0.76 0.353



68
Properties=species:S:1:pos:R:3:mulliken_charge:R:1 method="wB97M-V/def2-TZVPD" charge=0 smiles="CCCN[C@@]1(OC(=O)c2ccccc2)OS(=O)(=O)O[C@]1(C[C@@H](C)I)C(=O)NC(=O)F.CC#N.CC#N.CC#N" fmax_ev_per_a=4.069 relative_energy_kj_mol=0.0 e_lumo_ev=0.10 orbital_gap_ha=0.339 e_homo_ev=-9.133 total_energy_ev=-69801.0627
C -2.18 3.90 0.03 0.362
C 2.30 3.21 1.19 0.489
H -3.08 -0.16 4.83 0.400
H -6.37 2.65 -3.50 0.289
H 0.80 -2.39 5.73 0.233
H -3.93 4.02 -1.14 0.428
H -6.80 0.94 -3.28 0.324
C -1.56 -0.60 1.12 0.666
H 0.23 -0.99 -4.63 0.414
C -3.44 -1.01 2.82 -0.647
H -3.45 2.37 -0.70 -0.015
H 0.38 2.97 0.68 0.028
H -0.18 -3.90 -1.87 0.105
H -0.83 -1.21 -3.20 0.240
N -0.71 0.23 6.67 -0.443
H -3.46 -1.71 0.72 0.336
C -1.35 0.29 3.49 -1.137
C 0.05 -0.62 6.62 0.431
O 1.19 -2.24 1.56 -0.589
C -6.06 1.70 -3.05 -0.828
H 0.59 -3.20 -4.79 0.406
C -5.93 1.86 -1.59 0.443
H 4.80 0.54 0.60 0.198
H 0.22 0.51 1.94 0.187
O -1.56 -1.78 -0.89 -0.508
H -0.20 -4.98 -3.29 0.385
O 1.36 -1.83 -0.84 -0.187
C 5.37 -0.13 -0.10 -0.854
O 3.23 3.54 0.53 -0.410
C -2.88 -1.14 1.49 -0.560
H -0.81 0.85 4.28 0.617
O 2.31 -0.06 0.55 -0.455
C 1.04 -1.72 6.56 -0.759
C -0.79 0.10 2.14 0.305
S 2.15 -1.71 0.61 1.067
H 6.40 0.32 -0.17 0.339
C -1.08 -0.83 -0.33 0.384
C 1.04 -0.55 -1.42 -0.147
H 1.65 -3.04 -3.32 -0.071
N -5.84 1.97 -0.45 -0.428
C -0.39 -3.92 -2.98 -0.933
H -4.42 -1.47 3.05 0.371
H 5.51 -1.16 0.29 0.260
C -2.65 -0.26 3.81 -0.405
O 3.36 -2.48 0.81 -0.574
H 5.49 0.38 -2.21 0.657
C 2.16 0.41 -0.81 1.405
H -2.55 3.25 -1.95 0.333
N 1.29 -0.67 -2.84 -0.013
H -1.45 -3.62 -3.14 0.253
C 3.43 0.83 -1.65 -0.691
C -3.08 3.35 -1.00 -0.537
O -0.19 0.06 -0.96 -0.240
C 1.48 1.83 -0.57 -0.808
H 1.03 -2.29 7.49 0.305
F 2.21 3.69 2.49 -0.265
N -1.47 4.32 0.83 -0.571
N 1.23 2.38 0.75 0.487
C 4.71 -0.10 -1.56 -0.660
I 4.45 -2.10 -2.40 0.075
H 1.27 0.29 -3.22 0.402
C 0.60 -2.93 -3.69 -0.171
H 3.23 1.00 -2.74 0.131
O 1.19 2.52 -1.52 -0.508
H 2.04 -1.31 6.41 0.265
H 3.76 1.83 -1.24 0.550
C 0.21 -1.40 -3.57 -0.412
H -5.10 1.41 -3.48 0.256



44
Properties=species:S:1:pos:R:3:mulliken_charge:R:1 method="wB97M-V/def2-TZVPD" charge=+2 fmax_ev_per_a=1.380 relative_energy_kj_mol=106.0 e_lumo_ev="-10.75 / -10.73" orbital_gap_ha="0.220 / 0.220" e_homo_ev="-16.729 / -16.729" total_energy_ev=-74827.8318
O 1.32 0.27 -1.60 -0.676
F 3.45 1.17 -3.44 -0.175
H -1.73 1.34 2.08 0.280
O -1.06 1.83 -1.02 -0.250
N -0.88 -1.02 1.28 0.389
H 0.12 -2.48 4.12 0.473
O 1.00 2.52 -2.59 -0.621
C -0.51 -2.24 3.27 -0.743
C -1.74 -2.86 3.10 -0.532
Pd -0.16 0.27 -0.13 0.751
H 4.14 0.00 3.82 0.469
O -2.09 3.63 -1.29 -0.380
H -3.48 -3.03 1.83 0.466
H -2.07 -3.60 3.82 0.469
C 1.18 -0.58 2.34 0.625
N -0.30 0.51 -3.54 -0.366
S 0.96 1.12 -2.84 1.330
F 2.40 -0.57 -4.21 -0.178
C 3.47 0.91 2.00 -0.843
C -1.66 2.88 -0.46 0.385
F -2.23 -1.13 -5.13 -0.157
F -2.73 -2.40 -3.44 -0.175
N -1.69 2.95 0.88 -0.316
H 4.36 1.50 1.84 0.468
H 2.08 -1.34 4.12 0.472
H -2.13 3.71 1.38 0.224
C 2.18 -0.68 3.27 -0.747
H -2.62 -1.35 0.21 0.549
F -0.71 -2.37 -4.21 -0.177
C 2.34 0.73 -4.01 0.588
C -2.52 -2.55 2.00 -0.847
N -1.08 1.88 1.52 -0.120
C 3.34 0.08 3.10 -0.531
O -2.69 0.39 -2.59 -0.622
C -1.80 -1.66 -4.01 0.587
C -2.06 -1.62 1.09 -0.202
C 2.43 0.98 1.10 -0.210
O -0.89 -1.01 -1.59 -0.676
C -0.09 -1.31 2.34 0.633
H 2.47 1.60 0.21 0.547
S -1.45 -0.28 -2.83 1.330
N 1.32 0.26 1.28 0.387
F 2.09 1.37 -5.13 -0.157
H -0.28 2.18 2.07 0.280